Record 1
91
Properties=species:S:1:pos:R:3:forces:R:3:lowdin_charge:R:1 method="wB97M-V/def2-TZVPD" orbital_gap_ev=8.147 lumo_energy_ha=0.012 e_homo_ha=-0.287 relative_energy_kcal_mol=0.0
Y 1.044 0.397 -0.423 0.3 0.3 0.4 1.034
C -0.389 4.111 2.324 0.1 0.0 0.1 -0.302
Sb -0.563 2.011 2.000 -0.1 -0.2 -0.4 1.338
C -2.668 1.969 1.642 0.0 0.1 0.0 -0.293
C -0.498 1.305 4.046 0.1 0.1 0.2 -0.303
C -1.758 0.612 4.445 -0.1 -0.1 0.0 -0.303
C -2.816 1.369 4.951 0.0 0.0 0.0 -0.077
C -4.035 0.794 5.264 0.0 0.0 0.0 -0.087
C -4.214 -0.568 5.072 0.0 0.0 0.0 -0.083
C -3.162 -1.334 4.601 0.0 0.0 0.0 -0.054
C -1.923 -0.772 4.290 0.0 0.0 0.0 -0.276
C -0.811 -1.670 3.853 0.0 -0.1 0.2 -0.314
Sb -0.472 -1.897 1.730 0.1 -0.1 -0.2 1.341
C -2.448 -2.586 1.270 -0.1 0.0 0.0 -0.317
C 0.426 -3.819 1.959 -0.1 -0.1 0.1 -0.296
H -1.235 4.485 2.899 0.0 0.0 0.0 0.010
H -0.355 4.609 1.356 0.0 0.0 0.0 0.001
H 0.536 4.332 2.855 0.0 0.0 0.0 0.006
H -3.239 2.243 2.526 0.0 0.0 0.0 0.002
H -2.973 0.979 1.309 0.0 0.0 0.0 -0.007
H -2.878 2.677 0.839 0.0 0.0 0.0 0.010
H -0.343 2.196 4.658 0.0 0.0 0.0 0.064
H 0.382 0.673 4.150 0.0 0.0 -0.1 0.041
H -2.674 2.435 5.095 0.0 0.0 0.0 0.115
H -4.839 1.405 5.653 0.0 0.0 0.0 0.102
H -5.161 -1.035 5.308 0.0 0.0 0.0 0.102
H -3.292 -2.404 4.485 0.0 0.0 0.0 0.111
H -1.026 -2.688 4.182 0.0 0.0 0.0 0.064
H 0.147 -1.396 4.295 0.0 0.0 -0.1 0.055
H -2.687 -3.484 1.840 0.0 0.0 0.0 0.013
H -2.526 -2.811 0.207 0.0 0.0 0.0 -0.020
H -3.175 -1.811 1.517 0.0 0.0 0.0 0.000
H -0.272 -4.466 2.491 0.0 0.0 0.0 0.015
H 1.341 -3.695 2.532 0.0 0.0 0.0 -0.002
H 0.660 -4.259 0.996 0.0 0.0 -0.1 -0.021
I 3.681 0.702 -2.197 0.1 -0.1 -0.1 1.125
C 2.635 1.890 -3.576 -0.1 0.1 -0.1 -0.590
C 3.186 2.044 -4.814 0.1 -0.1 0.1 -0.159
C 2.580 2.912 -5.742 -0.1 0.1 0.0 -0.080
C 1.472 3.618 -5.381 0.0 0.0 0.0 -0.035
C 0.896 3.466 -4.097 0.0 0.0 0.0 -0.182
C -0.241 4.229 -3.732 0.0 0.0 0.1 -0.046
C -0.792 4.075 -2.497 0.0 0.0 -0.1 -0.079
C -0.260 3.114 -1.607 0.1 -0.1 0.0 -0.181
C 0.829 2.311 -1.883 -0.2 0.1 -0.1 -0.219
C 1.445 2.550 -3.157 0.1 0.0 0.1 -0.264
H 4.091 1.517 -5.083 0.0 0.0 0.0 0.088
H 3.014 3.024 -6.727 0.0 0.0 0.0 0.104
H 1.011 4.312 -6.073 0.0 0.0 0.0 0.112
H -0.649 4.932 -4.447 0.0 0.0 0.0 0.110
H -1.651 4.666 -2.201 0.0 0.0 0.0 0.101
H -0.789 3.011 -0.660 0.0 0.0 0.0 0.019
C -2.284 0.103 -1.512 0.1 -0.1 0.0 -0.186
Si -1.256 -0.889 -2.770 -0.1 0.0 0.0 0.379
C -2.308 -2.427 -3.081 0.0 0.1 0.0 -0.187
C -1.208 0.094 -4.377 0.0 0.0 0.1 -0.162
C 0.465 -1.148 -2.151 0.0 0.0 0.0 -0.528
Si 1.286 -2.789 -2.027 0.0 -0.1 0.0 0.340
C 2.626 -2.833 -0.678 0.0 0.0 0.0 -0.205
C 0.085 -4.197 -1.636 0.1 0.0 0.0 -0.188
C 2.191 -3.272 -3.613 -0.1 0.1 0.1 -0.181
H -3.287 0.315 -1.893 0.0 0.0 0.0 0.043
H -1.843 1.071 -1.258 0.0 0.0 0.0 -0.011
H -2.410 -0.474 -0.589 0.0 0.0 0.0 -0.008
H -3.302 -2.094 -3.393 0.0 0.0 0.0 0.031
H -2.435 -3.055 -2.198 0.0 0.0 0.0 0.006
H -1.906 -3.054 -3.879 0.0 0.0 0.0 0.030
H -2.209 0.308 -4.757 0.0 0.0 0.0 0.031
H -0.665 -0.458 -5.148 0.0 0.0 0.0 0.033
H -0.695 1.049 -4.232 0.0 0.0 0.0 0.014
H 1.081 -0.573 -2.867 0.0 0.0 0.0 -0.046
H 2.280 -2.597 0.332 0.0 0.0 0.0 -0.023
H 3.459 -2.159 -0.899 0.0 0.0 -0.1 -0.010
H 3.049 -3.842 -0.632 0.0 0.0 0.0 0.039
H -0.630 -3.955 -0.847 0.0 0.0 0.1 -0.002
H 0.651 -5.076 -1.315 0.0 0.0 0.0 0.034
H -0.497 -4.483 -2.512 0.0 0.0 -0.1 0.022
H 2.975 -2.543 -3.837 0.0 0.0 0.0 0.017
H 1.511 -3.292 -4.467 0.0 0.0 0.0 0.027
H 2.661 -4.254 -3.531 0.0 0.0 0.0 0.028
O 2.702 2.183 0.696 0.0 0.0 0.0 -0.101
C 3.085 1.311 1.478 -0.1 0.0 0.0 -0.590
C 4.110 1.459 2.583 0.0 0.1 0.0 -0.072
C 4.148 0.061 3.195 0.0 -0.1 0.0 -0.074
C 3.010 -0.677 2.492 0.0 0.0 0.1 -0.502
O 2.555 -1.749 2.840 0.1 0.0 0.0 0.009
N 2.546 0.069 1.439 -0.1 -0.1 -0.1 0.008
H 3.767 2.226 3.280 0.0 0.0 0.0 0.123
H 5.054 1.805 2.165 0.0 0.0 0.0 0.124
H 3.998 0.031 4.272 0.0 0.0 0.0 0.119
H 5.075 -0.472 2.981 0.0 0.0 0.0 0.124


Record 2
15
Properties=species:S:1:pos:R:3:forces:R:3:lowdin_charge:R:1 method="wB97M-V/def2-TZVPD" orbital_gap_ev=9.697 lumo_energy_ha=0.007 smiles="C#COCC.O=NO" e_homo_ha=-0.350 relative_energy_kcal_mol=172.8
C -0.581 1.914 -0.441 0.2 -1.1 0.2 0.133
C -0.211 0.915 0.124 -0.3 1.7 -0.2 -0.294
C 2.120 -0.324 -0.713 -1.8 1.2 1.0 -0.072
C 1.544 -0.451 0.720 1.6 -3.3 0.8 -0.238
N -3.519 -0.148 0.192 -1.9 -0.6 -2.5 -0.069
O -2.569 -1.156 0.448 -1.1 0.2 -0.9 -0.018
O -4.236 -0.381 -0.764 2.9 0.2 3.2 0.010
O 0.213 -0.033 0.886 -1.0 0.7 0.1 -0.085
H -0.988 2.613 -1.112 -0.2 0.4 -0.2 0.022
H -2.101 -0.803 1.213 0.2 0.1 0.2 0.074
H 2.164 0.775 -0.932 -0.3 -0.9 0.0 0.089
H 3.142 -0.638 -0.739 0.4 -0.8 -0.1 0.066
H 1.412 -0.807 -1.386 0.6 -0.1 -0.4 0.083
H 2.306 0.092 1.332 -1.2 -0.3 0.3 0.121
H 1.305 -1.567 1.169 1.9 2.4 -1.4 0.176


Record 3
9
Properties=species:S:1:pos:R:3:forces:R:3:lowdin_charge:R:1 method="wB97M-V/def2-TZVPD" orbital_gap_ev="9.009 / 8.930" lumo_energy_ha="0.025 / 0.026" e_homo_ha="-0.306 / -0.302" relative_energy_kcal_mol=108.1
C -0.099 0.864 -0.297 -2.6 1.0 -0.2 -0.261
N 1.324 0.643 0.058 2.2 -1.1 1.7 -0.064
N 1.677 -0.465 0.162 -0.6 0.6 -0.3 0.109
N -0.853 -0.220 0.129 -0.6 -0.2 0.8 -0.183
N -0.285 -1.353 -0.279 1.8 -0.6 0.4 -0.009
H -0.614 1.788 -0.023 0.8 0.2 0.2 0.121
H 0.096 0.829 -1.327 -0.6 0.1 -1.8 0.094
H -1.260 -0.116 1.073 0.7 -0.3 -0.4 0.139
H 0.015 -1.970 0.504 -1.0 0.3 -0.2 0.052


Record 4
69
Properties=species:S:1:pos:R:3:forces:R:3:lowdin_charge:R:1 method="wB97M-V/def2-TZVPD" orbital_gap_ev="6.696 / 6.696" charge=+2 lumo_energy_ha="-0.259 / -0.259" e_homo_ha="-0.505 / -0.505" relative_energy_kcal_mol=0.0
Os -0.437 0.249 -0.122 0.0 0.1 0.1 0.745
Cl -6.389 0.363 -1.586 0.0 0.0 0.0 0.781
C -4.844 -0.241 -1.160 0.0 0.0 0.0 -0.664
C -4.590 -0.583 0.176 0.0 0.0 0.0 -0.073
C -3.347 -1.039 0.529 0.0 0.0 0.0 -0.017
C -2.327 -1.205 -0.438 0.0 0.0 0.0 -0.393
C -1.013 -1.757 -0.086 0.0 0.0 0.0 -0.163
C -2.616 -0.848 -1.769 0.0 0.0 0.0 -0.058
C -3.865 -0.364 -2.132 0.0 0.0 0.0 -0.096
H -5.379 -0.485 0.908 0.0 0.0 0.0 0.127
H -3.147 -1.315 1.556 0.0 0.0 0.0 0.113
H -0.547 -2.369 -0.854 0.0 0.0 0.0 0.090
H -0.962 -2.211 0.898 0.0 0.0 0.0 0.059
H -1.874 -1.024 -2.538 0.0 0.0 0.0 0.117
H -4.091 -0.120 -3.161 0.0 0.0 0.0 0.122
C -0.673 4.109 0.009 0.0 0.0 0.0 -0.268
Sb -1.799 2.451 -0.656 0.0 0.0 -0.1 1.388
C -2.187 2.918 -2.682 0.0 0.0 0.0 -0.255
C -3.638 2.692 0.345 0.0 0.0 0.1 -0.239
H -1.240 5.020 -0.174 0.0 0.0 0.0 0.031
H 0.270 4.141 -0.532 0.0 0.0 0.0 0.018
H -0.477 4.001 1.074 0.0 0.0 0.0 0.017
H -2.848 3.783 -2.707 0.0 0.0 0.0 0.033
H -2.665 2.081 -3.185 0.0 0.0 0.0 0.007
H -1.255 3.171 -3.186 0.0 0.0 0.0 0.024
H -3.774 3.759 0.513 0.0 0.0 0.0 0.033
H -3.594 2.166 1.296 0.0 0.0 0.0 0.017
H -4.460 2.313 -0.255 0.0 0.0 0.0 0.000
C 5.053 0.586 -4.712 0.0 0.0 0.0 -0.026
C 4.209 0.694 -3.476 0.0 0.0 0.0 -0.231
C 2.849 0.410 -3.506 0.0 0.0 0.0 0.011
C 2.073 0.511 -2.359 0.0 0.0 0.0 -0.285
C 0.599 0.255 -2.452 0.0 0.0 0.0 -0.121
C 2.678 0.889 -1.166 0.0 0.0 0.0 -0.466
Se 1.644 0.986 0.438 0.0 0.0 0.0 0.909
C 4.046 1.186 -1.095 0.0 0.0 0.0 -0.287
C 4.709 1.598 0.190 0.0 0.0 0.0 -0.068
C 4.780 1.082 -2.265 0.0 0.0 0.0 0.019
H 4.465 0.281 -5.574 0.0 0.0 0.0 0.083
H 5.853 -0.142 -4.568 0.0 0.0 0.0 0.096
H 5.524 1.543 -4.940 0.0 0.0 0.0 0.096
H 2.389 0.107 -4.440 0.0 0.0 0.0 0.128
H 0.354 -0.369 -3.314 0.0 0.0 0.0 0.113
H 0.024 1.172 -2.560 0.0 0.0 0.0 0.049
H 0.250 -0.485 -1.638 0.0 0.0 0.0 0.006
H 4.266 2.509 0.597 0.0 0.0 0.0 0.081
H 5.767 1.789 0.028 0.0 0.0 0.0 0.089
H 4.627 0.819 0.951 0.0 0.0 0.0 0.079
H 5.841 1.303 -2.232 0.0 0.0 0.0 0.135
C 0.554 -5.652 3.412 0.0 0.0 0.0 -0.024
C 0.195 -4.198 3.377 0.0 0.0 0.0 -0.234
C 1.149 -3.247 2.995 0.0 0.0 0.0 -0.008
C 0.850 -1.901 2.965 0.0 0.0 0.0 -0.078
C -0.434 -1.484 3.319 0.0 0.0 0.0 -0.435
C -1.396 -2.411 3.708 0.0 0.0 0.0 -0.083
C -1.078 -3.760 3.733 0.0 0.0 0.0 -0.007
S -0.982 0.185 3.268 0.0 0.0 0.0 1.038
C 0.453 1.079 3.836 0.0 0.0 0.0 -0.221
O -1.219 0.625 1.800 0.0 0.0 0.0 -0.756
H 1.416 -5.818 4.060 0.0 0.0 0.0 0.098
H 0.826 -6.003 2.416 0.0 0.0 0.0 0.096
H -0.270 -6.260 3.777 0.0 0.0 0.0 0.087
H 2.146 -3.576 2.729 0.0 0.0 0.0 0.131
H 1.609 -1.193 2.665 0.0 0.0 0.0 0.083
H -2.383 -2.077 4.009 0.0 0.0 0.0 0.117
H -1.822 -4.479 4.049 0.0 0.0 0.0 0.128
H 1.339 0.841 3.255 0.0 0.0 0.0 0.007
H 0.599 0.808 4.882 0.0 0.0 0.0 0.085
H 0.214 2.138 3.759 0.0 0.0 0.0 0.070


Record 5
14
Properties=species:S:1:pos:R:3:forces:R:3:lowdin_charge:R:1 method="wB97M-V/def2-TZVPD" orbital_gap_ev=8.177 charge=-1 lumo_energy_ha=0.152 e_homo_ha=-0.149 relative_energy_kcal_mol=103.4
C 0.671 1.667 -1.242 -0.4 1.1 -2.0 -0.253
C 0.921 0.148 -1.364 -0.7 1.4 2.0 -0.363
N -1.596 -1.260 1.781 2.0 -2.4 1.9 -0.111
O 1.205 -0.186 1.448 0.0 1.0 -0.4 -0.367
O 0.736 -2.218 0.051 -0.2 1.1 -0.5 -0.397
O -1.754 -0.565 0.594 -1.3 0.8 0.3 -0.180
P 0.871 -0.713 0.098 2.6 -2.7 0.2 0.392
H 0.794 2.067 -2.329 0.0 -0.3 1.8 0.064
H -0.387 1.960 -0.982 0.8 -0.4 -0.1 0.054
H 1.313 2.284 -0.588 0.0 -0.7 -0.2 0.046
H 0.121 -0.233 -1.959 -0.1 -0.8 -0.9 0.016
H -0.754 -1.917 1.607 -1.8 1.0 0.3 0.066
H -1.253 -0.716 2.634 -0.5 0.2 -2.0 0.085
H -0.888 -0.319 0.252 -0.3 0.7 -0.3 -0.053


Record 6
17
Properties=species:S:1:pos:R:3:forces:R:3:lowdin_charge:R:1 method="wB97M-V/def2-TZVPD" orbital_gap_ev=9.218 charge=+1 lumo_energy_ha=-0.174 e_homo_ha=-0.513 relative_energy_kcal_mol=52.1
C 1.746 -0.476 0.512 -0.3 -0.6 1.3 0.159
C 0.689 -2.609 0.608 1.8 -0.8 -0.5 -0.115
N -0.560 3.162 -1.657 -3.2 2.3 -0.4 -0.041
N 0.692 -1.209 0.433 1.0 2.6 -0.5 -0.227
O -1.608 -0.939 1.499 -0.9 0.1 2.5 -0.179
O -1.265 0.548 -0.284 0.3 0.1 0.1 -0.235
P -1.122 -1.010 0.048 -0.7 1.3 -3.2 0.846
H -1.468 3.651 -1.232 2.6 -1.5 -0.3 0.082
H 2.671 -0.921 0.912 -0.3 -0.2 -0.7 0.127
H 1.818 0.614 0.436 -0.9 -0.3 -0.4 0.118
H 0.480 -2.818 1.599 -0.2 -0.7 2.2 0.094
H -0.081 -3.036 0.030 -0.8 -0.6 -0.8 0.048
H 1.621 -3.000 0.275 0.7 -0.6 0.1 0.113
H 0.246 3.575 -1.176 -0.5 0.1 -0.2 0.009
H -0.669 3.682 -2.571 0.9 -1.0 0.9 0.037
H -1.952 -0.069 1.773 0.2 -0.2 0.1 0.112
H -1.238 0.855 -1.205 0.1 0.3 0.0 0.050